Entry 1:
Computed, not measured: one molecule with the formula C5H6O2S, with ωB97M-V/def2-TZVPD.

Each line ends with the natural charge from an NBO analysis.
Cartesian coordinates (Å):
C1 -0.674 0.928 0.554  -0.378
H1 -0.807 1.665 1.329  0.249
C2 -0.959 -1.569 -0.202  -0.648
H2 -0.286 0.879 -1.641  0.228
H3 0.568 2.214 -0.764  0.225
S1 -2.031 -0.232 0.403  0.224
C3 0.659 0.264 0.299  0.135
H4 2.090 1.446 0.865  0.478
O1 1.402 -1.951 -0.249  -0.493
C4 0.083 1.249 -0.697  -0.432
O2 1.796 0.543 1.027  -0.665
C5 0.501 -1.178 -0.071  0.573
H5 -1.152 -2.464 0.390  0.259
H6 -1.191 -1.794 -1.245  0.245

Computed properties:
HOMO-LUMO gap: 9.43 eV
HOMO: -8.8 eV
SMILES string: O=C1CS[C@@H]2C[C@]12O
E_LUMO: 0.67 eV
energy above the lowest of the compared OMol25 structures with the same formula, charge and spin: 1.004 eV

=====

Entry 2:
Computed, not measured: one molecule with the formula C5H6O2S, with ωB97M-V/def2-TZVPD.

Each line ends with the natural charge from an NBO analysis.
Cartesian coordinates (Å):
C1 -1.869 -0.812 -0.087  0.390
H1 0.817 2.259 -0.640  0.224
H2 -0.071 -1.421 -1.523  0.217
C2 -0.311 -0.642 -0.722  0.001
C3 0.320 1.443 -0.074  -0.111
O1 -2.490 0.205 0.092  -0.512
H3 1.500 0.708 1.602  0.235
H4 -2.441 -1.792 0.185  0.133
O2 -0.135 0.655 -1.129  -0.503
C4 0.858 -0.842 0.318  -0.324
S1 2.504 -0.346 -0.328  0.111
C5 1.218 0.591 0.620  -0.304
H5 -0.540 1.633 0.651  0.208
H6 0.639 -1.639 1.036  0.236

Computed properties:
HOMO-LUMO gap: 9.69 eV
HOMO: -9.1 eV
SMILES string: O=C[C@H]1OC[C@@H]2S[C@@H]21
E_LUMO: 0.58 eV
energy above the lowest of the compared OMol25 structures with the same formula, charge and spin: 2.395 eV

=====

Entry 3:
Computed, not measured: one molecule with the formula C5H6O3, with ωB97M-V/def2-TZVPD.

Each line ends with the natural charge from an NBO analysis.
Cartesian coordinates (Å):
H1 1.735 2.565 -1.142  0.254
H2 -2.205 -2.234 0.004  0.261
O1 1.650 -0.604 0.602  -0.435
C1 1.184 2.113 -0.247  -0.739
H3 2.100 1.787 0.262  0.252
O2 0.061 -2.633 -0.406  -0.481
C2 -1.708 -1.476 0.628  -0.719
O3 -0.291 0.825 -1.709  -0.472
H4 -1.781 -1.714 1.694  0.249
C3 0.592 -0.407 0.066  0.373
C4 0.348 0.866 -0.624  0.475
C5 -0.320 -1.586 0.084  0.509
H5 -2.013 -0.444 0.485  0.223
H6 0.646 2.943 0.304  0.253

Computed properties:
HOMO-LUMO gap: 8.80 eV
HOMO: -9.9 eV
SMILES string: CC(=O)C(=O)C(C)=O
E_LUMO: -1.08 eV
energy above the lowest of the compared OMol25 structures with the same formula, charge and spin: 1.499 eV

=====

Entry 4:
Computed, not measured: one molecule with the formula C5H6O3, with ωB97M-V/def2-TZVPD.

Each line ends with the natural charge from an NBO analysis.
Cartesian coordinates (Å):
C1 -1.714 0.056 0.224  0.680
H1 0.188 -1.785 0.225  0.234
H2 0.527 -1.544 -1.485  0.238
H3 2.899 0.389 0.716  0.207
C2 1.902 0.868 0.237  -0.311
O1 -1.939 -0.584 1.349  -0.562
H4 1.756 1.894 0.497  0.210
H5 2.027 -1.517 -0.074  0.248
C3 0.779 0.143 -0.080  -0.115
C4 0.942 -1.308 -0.409  -0.664
C5 -0.532 1.049 -0.092  0.486
O2 -2.703 0.252 -0.848  -0.674
O3 -0.697 2.249 0.106  -0.469
H6 -3.434 -0.164 -0.366  0.492

Computed properties:
HOMO-LUMO gap: 9.65 eV
HOMO: -10.2 eV
SMILES string: C=C(C)C(=O)C(=O)O
E_LUMO: -0.52 eV
energy above the lowest of the compared OMol25 structures with the same formula, charge and spin: 2.769 eV

=====

Entry 5:
Computed, not measured: one molecule with the formula C5H6O3, with ωB97M-V/def2-TZVPD.

Each line ends with the natural charge from an NBO analysis.
Cartesian coordinates (Å):
H1 -0.364 -1.072 2.065  0.219
O1 1.556 0.807 -0.144  -0.502
C1 -0.716 -1.350 0.024  -0.306
O2 -0.155 -0.076 -2.031  -0.701
H2 1.335 0.580 2.007  0.208
H3 0.702 0.134 -1.518  0.507
C2 -0.918 -1.006 -1.403  0.734
H4 0.777 2.645 0.730  0.200
H5 -1.281 -2.212 0.273  0.234
H6 -0.379 1.676 -0.358  0.213
C3 0.813 0.492 1.066  0.003
C4 -0.110 -0.710 1.029  -0.155
O3 -1.744 -1.583 -2.077  -0.553
C5 0.485 1.675 0.338  -0.102

Computed properties:
HOMO-LUMO gap: 10.50 eV
HOMO: -10.4 eV
SMILES string: O=C(O)/C=C\[C@@H]1CO1
E_LUMO: 0.10 eV
energy above the lowest of the compared OMol25 structures with the same formula, charge and spin: 1.590 eV

=====

Entry 6:
Computed, not measured: C5H6O3Rb as an isolated structure, with ωB97M-V/def2-TZVPD.

Each line ends with the natural charge from an NBO analysis.
Cartesian coordinates (Å):
O1 -0.414 7.700 2.179  -0.475
H1 0.329 -4.340 -0.316  0.183
C1 0.251 -1.552 -0.378  -0.547
H2 0.412 -0.688 -2.415  0.095
C2 -0.783 -2.559 -0.678  -0.156
H3 -0.335 -0.633 0.215  0.226
Rb1 1.304 2.403 1.447  0.964
O2 1.213 0.603 -1.010  -0.910
H4 -1.791 -2.155 -0.835  0.186
H5 1.223 -2.064 -0.203  0.200
H6 -1.506 -4.558 -0.544  0.191
C3 0.398 -0.398 -1.341  0.019
O3 0.364 5.518 2.226  -0.566
C4 -0.641 -3.891 -0.546  -0.452
C5 -0.024 6.615 2.200  1.041

Computed properties:
spin multiplicity: 2
<S²>: 0.754
HOMO-LUMO gap (alpha / beta): 2.96 / 5.73 eV
HOMO (alpha / beta): -3.9 / -6.8 eV
E_LUMO (alpha / beta): -0.96 / -1.05 eV
energy above the lowest of the compared OMol25 structures with the same formula, charge and spin: 0.849 eV

=====

Entry 7:
Computed, not measured: a 3-piece molecular cluster, C5H6O4 overall, with ωB97M-V/def2-TZVPD.

Each line ends with the natural charge from an NBO analysis.
Cartesian coordinates (Å):
C1 -0.535 -1.970 -0.185  0.990
H1 2.045 -0.838 4.851  0.001
O1 -0.218 -0.659 -0.503  -0.580
H2 1.349 1.138 -0.912  0.259
C2 -1.106 2.381 -2.491  -0.212
O2 0.157 -2.684 -1.030  -0.645
H3 -0.148 -3.611 -0.979  0.509
H4 2.071 -1.646 4.618  -0.001
C3 0.438 1.608 -0.488  -0.555
C4 -0.406 2.073 -1.587  -0.032
O3 -1.406 -2.231 0.608  -0.575
C5 -0.408 0.553 0.198  0.834
O4 -0.948 0.690 1.231  -0.494
H5 0.696 2.383 0.080  0.248
H6 -1.581 2.813 -3.413  0.252

Computed properties:
HOMO-LUMO gap: 10.74 eV
HOMO: -10.3 eV
E_LUMO: 0.41 eV
energy above the lowest of the compared OMol25 structures with the same formula, charge and spin: 3.443 eV

=====

Entry 8:
Computed, not measured: one molecule with the formula C5H6O4, with ωB97M-V/def2-TZVPD.

Each line ends with the natural charge from an NBO analysis.
Cartesian coordinates (Å):
C1 -1.473 0.402 0.137  -0.234
H1 -3.321 3.007 0.889  0.503
O1 1.989 -0.592 -0.015  -0.502
O2 -2.509 2.549 0.263  -0.677
H2 3.740 -1.323 -0.418  0.181
C2 2.807 -1.480 -0.638  -0.217
H3 0.255 0.929 1.084  0.209
O3 0.249 -1.440 -1.101  -0.554
H4 2.668 -1.169 -1.834  0.159
C3 -0.200 0.323 0.467  -0.264
H5 -2.040 -0.444 -0.572  0.271
C4 0.687 -0.653 -0.391  0.780
O4 -3.164 1.022 1.744  -0.576
C5 -2.424 1.307 0.833  0.744
H6 2.735 -2.439 -0.449  0.178

Computed properties:
HOMO-LUMO gap: 10.93 eV
HOMO: -10.5 eV
SMILES string: COC(=O)/C=C/C(=O)O
E_LUMO: 0.39 eV
energy above the lowest of the compared OMol25 structures with the same formula, charge and spin: 2.960 eV

=====

Entry 9:
Computed, not measured: C5H6O4V as an isolated structure, with ωB97M-V/def2-TZVPD.

Each line ends with the natural charge from an NBO analysis.
Cartesian coordinates (Å):
H1 -4.332 -0.461 -0.327  0.215
O1 -1.050 0.025 -0.597  -0.525
H2 2.183 -0.692 -1.582  0.214
V1 1.559 1.916 1.341  1.320
C1 -0.108 -0.125 0.369  0.652
C2 2.797 0.532 0.102  0.663
C3 2.251 -0.648 -0.492  -0.669
O2 0.052 0.901 1.110  -0.779
O3 3.027 0.599 1.392  -0.756
C4 -3.401 0.052 -0.567  -0.451
H3 2.560 -1.599 -0.052  0.207
H4 -3.421 1.140 -0.635  0.218
O4 2.507 1.723 -0.366  -0.760
C5 -2.258 -0.617 -0.464  0.122
H5 -2.189 -1.657 -0.134  0.180
H6 -0.176 -1.091 0.899  0.149

Computed properties:
spin multiplicity: 4
<S²>: 3.758
HOMO-LUMO gap (alpha / beta): 7.24 / 7.51 eV
HOMO (alpha / beta): -7.9 / -8.1 eV
E_LUMO (alpha / beta): -0.70 / -0.57 eV
energy above the lowest of the compared OMol25 structures with the same formula, charge and spin: 1.486 eV

=====

Entry 10:
Computed, not measured: one molecule with the formula C5H6OS, with ωB97M-V/def2-TZVPD.

Each line ends with the natural charge from an NBO analysis.
Cartesian coordinates (Å):
C1 0.799 -0.559 0.232  -0.451
H1 -0.134 -1.101 0.063  0.228
H2 -2.402 -0.261 0.559  0.238
O1 -0.033 1.520 -0.344  -0.460
H3 1.824 1.247 0.400  0.216
C2 0.860 0.716 0.122  0.264
H4 1.551 -2.327 1.095  0.198
C3 -2.109 0.151 -0.533  -0.486
S1 3.192 -0.593 1.557  -0.039
C4 1.799 -1.253 1.016  -0.248
C5 -1.144 0.994 -0.965  0.109
H5 -1.182 1.490 -1.949  0.200
H6 -3.021 -0.025 -1.254  0.231

Computed properties:
HOMO-LUMO gap: 8.16 eV
HOMO: -8.4 eV
SMILES string: C=CO/C=C/C=S
E_LUMO: -0.29 eV
energy above the lowest of the compared OMol25 structures with the same formula, charge and spin: 3.037 eV

=====

Entry 11:
Computed, not measured: one molecule with the formula C5H6OS, with ωB97M-V/def2-TZVPD.

Each line ends with the natural charge from an NBO analysis.
Cartesian coordinates (Å):
H1 -0.688 2.022 -0.725  0.224
H2 -0.134 2.309 0.952  0.225
S1 -2.381 -0.555 -0.005  0.044
C1 1.367 -1.526 0.007  0.090
H3 1.037 2.382 -0.440  0.238
C2 0.138 1.896 -0.032  -0.656
C3 0.313 0.371 0.024  0.264
O1 1.558 -0.179 0.039  -0.399
H4 -0.411 -2.886 0.013  0.240
C4 -0.634 -0.620 0.014  -0.280
C5 0.064 -1.846 -0.051  -0.316
H5 -2.464 0.764 0.224  0.126
H6 2.235 -2.132 -0.021  0.202

Computed properties:
HOMO-LUMO gap: 8.89 eV
HOMO: -8.1 eV
SMILES string: Cc1occc1S
E_LUMO: 0.82 eV
energy above the lowest of the compared OMol25 structures with the same formula, charge and spin: 0.565 eV

=====

Entry 12:
Computed, not measured: one molecule with the formula C5H6OS2, with ωB97M-V/def2-TZVPD.

Each line ends with the natural charge from an NBO analysis.
Cartesian coordinates (Å):
S1 -2.400 -0.441 -0.384  0.130
H1 -0.184 -1.365 1.715  0.248
H2 -0.368 1.161 2.318  0.219
C1 1.289 0.120 -1.265  -0.203
C2 0.324 0.886 1.527  -0.427
H3 1.347 1.181 1.779  0.235
O1 0.890 1.382 -0.796  -0.503
C3 0.106 -0.581 1.039  -0.422
H4 -0.740 2.284 0.045  0.212
C4 -0.184 1.335 0.128  0.018
C5 -0.939 0.008 0.116  -0.111
H5 2.236 0.248 -1.791  0.221
S2 1.554 -1.112 0.070  0.195
H6 0.542 -0.312 -1.945  0.188

Computed properties:
HOMO-LUMO gap: 8.27 eV
HOMO: -8.8 eV
SMILES string: S=C1[C@@H]2C[C@H]1OCS2
E_LUMO: -0.58 eV
energy above the lowest of the compared OMol25 structures with the same formula, charge and spin: 1.741 eV

=====

Question: Which value of energy above the lowest of the compared OMol25 structures with the same formula, charge and spin does entry 7 give?
Answer: 3.443 eV

=====

Question: Among the records above, which one has the highest energy above the lowest of the compared OMol25 structures with the same formula, charge and spin?
Answer: number 7

=====

Question: Which value of energy above the lowest of the compared OMol25 structures with the same formula, charge and spin does entry 9 give?
Answer: 1.486 eV

=====

Question: Which formula does entry 2 have?
Answer: C5H6O2S